Entry 1:
{"formula": "C9H13O3", "method": "the ωB97M-V functional and the def2-TZVPD basis", "homo_ev": [-6.9, -9.0], "spin_multiplicity": 2, "homo_lumo_gap_ev": [7.378, 8.953], "relative_energy_kj_mol": 77.7, "symbols": ["C", "C", "C", "C", "C", "C", "C", "C", "C", "O", "O", "O", "H", "H", "H", "H", "H", "H", "H", "H", "H", "H", "H", "H", "H"], "xyz": [[-2.77552, 0.69636, -0.50460], [-1.74908, -0.04741, 0.35520], [-0.32806, -0.02518, -0.14671], [0.50700, 1.19689, 0.33547], [1.99719, 1.22711, 0.07352], [2.54799, 0.15185, -0.57319], [1.94661, -1.10214, -0.53025], [0.53248, -1.32544, -0.39696], [0.05064, -2.60860, 0.22667], [2.77025, 2.27764, 0.51508], [-0.29125, -0.79157, -1.38190], [-0.05260, 2.42766, -0.15346], [-3.73676, 0.71411, 0.02555], [-2.46600, 1.72963, -0.68544], [-2.90623, 0.21442, -1.48339], [-1.78893, 0.31584, 1.39555], [-2.04806, -1.09931, 0.37474], [0.45397, 1.14491, 1.45357], [2.27813, 2.78006, 1.19449], [3.51195, 0.25310, -1.06273], [2.57017, -1.99840, -0.59429], [0.85940, -3.34612, 0.23295], [-0.26690, -2.45176, 1.26808], [-0.79644, -3.01185, -0.33556], [-0.81996, 2.67819, 0.39761]], "forces_ev_per_a": [[0.1, 0.2, -0.1], [0.0, -0.5, 0.7], [1.3, -1.7, 0.1], [-0.2, 0.2, -0.1], [-0.7, -0.1, -0.7], [0.6, 0.1, 0.0], [0.9, -0.5, -0.7], [-2.0, 0.9, 2.5], [0.1, -0.4, 0.2], [-1.0, -0.4, -0.1], [0.4, 2.1, -1.3], [-0.2, 0.4, 0.8], [0.2, 0.0, -0.2], [-0.1, -0.1, 0.0], [0.1, 0.1, 0.3], [0.0, 0.0, -0.2], [-0.1, 0.1, 0.2], [-0.6, 0.1, -0.5], [0.2, -0.2, -0.7], [0.4, -0.1, 0.8], [-0.1, 0.4, -0.4], [-0.2, 0.0, 0.0], [0.1, -0.1, -0.3], [0.1, 0.0, 0.1], [0.6, -0.3, -0.4]], "mulliken_spin": [0.0029, -0.0077, 0.0285, 0.0008, 0.4344, -0.1572, 0.5804, -0.0723, 0.0020, 0.0578, 0.0427, 0.0136, 0.0000, 0.0000, 0.0006, 0.0004, 0.0015, 0.0481, -0.0026, -0.0058, 0.0274, -0.0019, 0.0033, 0.0007, 0.0023]}


Entry 2:
{"formula": "C25H48ClNO3P2SSn", "method": "the ωB97M-V functional and the def2-TZVPD basis", "homo_ev": -8.4, "homo_lumo_gap_ev": 7.668, "relative_energy_kj_mol": 0.0, "symbols": ["Sn", "P", "C", "C", "C", "C", "H", "C", "H", "H", "H", "H", "H", "H", "H", "C", "C", "H", "H", "H", "H", "H", "H", "C", "H", "C", "H", "H", "H", "H", "H", "H", "Cl", "H", "H", "P", "C", "C", "C", "C", "H", "C", "H", "H", "H", "H", "H", "H", "H", "C", "C", "H", "H", "H", "H", "H", "H", "C", "H", "C", "H", "H", "H", "H", "H", "H", "O", "S", "O", "N", "C", "O", "C", "C", "C", "C", "C", "C", "H", "H", "H", "H"], "xyz": [[0.47001, -0.00277, -0.41001], [0.17805, -2.70968, -1.14536], [1.23599, -3.35437, -2.52079], [0.55493, -3.78140, 0.32525], [-1.52775, -2.98228, -1.80595], [2.57761, -2.61201, -2.62665], [0.63971, -3.11760, -3.42057], [1.44665, -4.87190, -2.47090], [2.14044, -5.16011, -1.67137], [1.89047, -5.18720, -3.42491], [0.52033, -5.44151, -2.34117], [2.44177, -1.58394, -2.98221], [3.22106, -3.14011, -3.34645], [3.10899, -2.57203, -1.66558], [-1.47226, -2.47558, -2.78744], [-2.61299, -2.27143, -0.98105], [-1.84634, -4.46529, -2.05234], [-1.29677, -4.87552, -2.90797], [-2.91403, -4.57842, -2.28460], [-1.63639, -5.08479, -1.16883], [-2.21842, -1.53716, -0.25826], [-3.23493, -3.00687, -0.44682], [-3.25759, -1.68838, -1.65762], [2.01129, -3.56998, 0.76322], [0.40331, -4.82136, -0.00787], [-0.38610, -3.48538, 1.49129], [2.73744, -3.90454, 0.01425], [2.18879, -4.15218, 1.67856], [2.20139, -2.51370, 1.00387], [-0.33663, -2.42148, 1.76099], [-0.06750, -4.04953, 2.38140], [-1.42861, -3.75457, 1.28238], [1.04133, -0.11982, 1.92107], [2.14006, -0.27936, -0.87718], [-0.49105, 0.07072, -1.87571], [0.98876, 2.76203, -0.86972], [-0.25518, 3.51118, -2.01777], [1.06477, 3.87806, 0.60560], [2.63485, 2.92755, -1.70475], [-1.61365, 2.80210, -1.88932], [0.17063, 3.28728, -3.01212], [-0.42190, 5.02794, -1.89260], [-0.99265, 5.29924, -0.99696], [-0.99688, 5.37666, -2.76090], [0.52530, 5.57799, -1.88724], [-1.57634, 1.79381, -2.32137], [-2.37677, 3.37055, -2.43972], [-1.94332, 2.70710, -0.84219], [2.46574, 2.39293, -2.65676], [3.77036, 2.20960, -0.94166], [2.98845, 4.38246, -2.03253], [2.32535, 4.80978, -2.79281], [4.01077, 4.42179, -2.43129], [2.95863, 5.02307, -1.14015], [3.41376, 1.51114, -0.17315], [4.44788, 2.93337, -0.46463], [4.36193, 1.61750, -1.65592], [-0.27651, 3.81800, 1.33320], [1.22195, 4.89554, 0.21215], [2.18716, 3.50021, 1.56859], [-1.08679, 4.35552, 0.82929], [-0.19419, 4.21608, 2.35365], [-0.61170, 2.77775, 1.44721], [2.13754, 2.43607, 1.84434], [2.06268, 4.08176, 2.49161], [3.17997, 3.72061, 1.16653], [-4.13200, 2.78699, 3.86681], [-2.83075, 2.21245, 3.65463], [-1.71395, 2.79749, 4.35943], [-2.48072, 1.99422, 2.06276], [-2.42407, 0.72116, 1.65634], [-1.95078, 0.35312, 0.52521], [-2.84643, -0.21363, 2.72709], [-2.84446, -1.61804, 2.71531], [-2.70418, -2.30232, 3.92707], [-2.62564, -1.59767, 5.14393], [-2.77021, -0.20163, 5.16201], [-2.86735, 0.45712, 3.93888], [-2.95393, -2.15700, 1.76850], [-2.62568, -3.39732, 3.92829], [-2.44269, -2.13893, 6.07263], [-2.77999, 0.38083, 6.07781]], "forces_ev_per_a": [[0.3, 0.3, -1.0], [0.0, 0.2, 1.0], [0.0, 0.1, -0.1], [-0.3, -0.5, -0.4], [0.1, -0.2, -0.1], [0.1, -0.1, -0.1], [0.2, -0.1, 0.2], [0.1, -0.2, -0.2], [-0.1, 0.1, -0.2], [0.0, 0.0, 0.2], [0.3, 0.2, 0.0], [0.0, -0.2, 0.1], [-0.1, 0.2, 0.2], [-0.2, 0.0, -0.3], [0.1, -0.2, 0.3], [-0.1, 0.2, 0.1], [-0.3, -0.1, -0.2], [-0.1, 0.1, 0.2], [0.2, 0.0, 0.1], [-0.1, 0.2, -0.2], [-0.2, -0.4, -0.3], [0.2, 0.3, -0.1], [0.0, -0.3, 0.3], [0.1, 0.0, 0.1], [0.2, 0.2, 0.2], [0.0, 0.1, 0.2], [-0.2, 0.1, 0.1], [0.0, 0.1, -0.2], [0.0, -0.3, -0.1], [-0.1, -0.3, 0.0], [-0.1, 0.1, -0.3], [0.2, 0.1, 0.0], [-0.5, 0.1, -0.5], [-0.4, 0.2, 0.0], [0.1, 0.1, 0.7], [0.1, 0.0, 1.0], [0.1, -0.1, -0.2], [-0.2, 0.3, -0.2], [-0.3, -0.1, -0.2], [-0.2, -0.1, 0.0], [-0.2, 0.1, 0.2], [-0.1, 0.2, -0.2], [0.2, -0.1, -0.2], [0.1, 0.0, 0.2], [-0.2, -0.1, 0.0], [-0.1, 0.3, 0.2], [0.2, -0.1, 0.1], [0.1, 0.0, -0.3], [0.1, 0.1, 0.2], [0.2, -0.2, -0.1], [0.2, 0.1, -0.1], [0.1, -0.1, 0.2], [-0.2, 0.0, 0.1], [0.0, -0.2, -0.2], [0.1, 0.2, -0.2], [-0.3, -0.2, -0.1], [-0.1, 0.2, 0.2], [-0.1, -0.3, 0.1], [0.1, -0.2, 0.2], [0.2, 0.0, 0.1], [0.2, -0.2, 0.0], [0.0, 0.0, -0.3], [0.1, 0.4, 0.0], [0.0, 0.3, -0.1], [0.0, -0.1, -0.2], [-0.1, -0.1, 0.1], [0.2, 0.0, -0.1], [0.3, -1.0, -0.9], [-0.3, -0.1, -0.4], [-0.1, -0.1, -0.6], [0.2, 1.7, -0.2], [0.0, 0.1, 0.7], [0.6, -1.2, 0.7], [-0.1, 0.3, 0.1], [-0.1, 0.2, 0.1], [-0.1, 0.2, -0.3], [-0.1, -0.3, -0.5], [-0.1, -0.6, 1.0], [0.3, 0.3, 0.4], [-0.1, 0.5, 0.0], [-0.2, 0.1, -0.2], [0.1, -0.2, 0.0]], "lowdin_charge": [0.5713, 0.9765, -0.5264, -0.5425, -0.5338, -0.1336, 0.1097, -0.1148, 0.0752, 0.0867, 0.0523, 0.0627, 0.0813, 0.0597, 0.1042, -0.1252, -0.1145, 0.0638, 0.0838, 0.0776, 0.0134, 0.0790, 0.0920, -0.1152, 0.0973, -0.1297, 0.0565, 0.0881, 0.0378, 0.0198, 0.0914, 0.0677, 0.0914, -0.0824, -0.0404, 0.9958, -0.5282, -0.5322, -0.5361, -0.1308, 0.1088, -0.1141, 0.0741, 0.0853, 0.0574, 0.0316, 0.0830, 0.0665, 0.1040, -0.1374, -0.1143, 0.0676, 0.0834, 0.0761, 0.0336, 0.0752, 0.0803, -0.1236, 0.0964, -0.1098, 0.0696, 0.0857, 0.0325, 0.0352, 0.0881, 0.0594, -0.3019, 0.6354, -0.3084, -0.0578, -0.4996, -0.1948, -0.1318, -0.0219, -0.0731, -0.0641, -0.0285, -0.2147, 0.0888, 0.1064, 0.1033, 0.1194]}


Entry 3:
{"formula": "CH3IN2O", "method": "the ωB97M-V functional and the def2-TZVPD basis", "homo_ev": -9.8, "smiles": "O=NI.C=N", "homo_lumo_gap_ev": 8.428, "relative_energy_kj_mol": 279.0, "symbols": ["C", "N", "N", "O", "I", "H", "H", "H"], "xyz": [[1.42279, 0.44516, -0.12634], [0.99037, -0.12433, 0.93191], [-1.81360, -0.70112, -0.57315], [-1.28741, -1.28604, 0.30308], [-2.67215, 1.19013, -0.11041], [1.10219, 0.05596, -1.16854], [1.87536, 1.41407, 0.01774], [0.38246, -0.99382, 0.72572]], "forces_ev_per_a": [[-2.2, -1.4, -0.2], [-0.3, -1.1, -0.8], [1.2, -1.8, 0.8], [-1.7, 0.9, -1.4], [-0.3, 0.7, 0.3], [0.9, 0.8, 1.3], [0.6, 0.1, -0.4], [2.0, 1.8, 0.4]], "lowdin_charge": [-0.1560, -0.0009, -0.4278, -0.1650, 0.5918, 0.0857, 0.0494, 0.0228]}


Entry 4:
{"formula": "C29H32N5O3PSr", "method": "the ωB97M-V functional and the def2-TZVPD basis", "homo_ev": -8.1, "homo_lumo_gap_ev": 8.229, "relative_energy_kj_mol": 0.0, "symbols": ["Sr", "O", "C", "N", "C", "C", "C", "C", "C", "C", "N", "C", "C", "C", "C", "C", "N", "H", "H", "H", "H", "H", "H", "H", "H", "H", "H", "O", "C", "O", "C", "P", "C", "C", "C", "C", "C", "C", "C", "C", "C", "C", "C", "C", "H", "H", "H", "H", "H", "H", "H", "H", "H", "H", "H", "H", "N", "C", "C", "C", "N", "H", "H", "H", "H", "H", "H", "H", "H", "H", "H"], "xyz": [[13.19308, 11.47741, 8.10380], [16.37615, 10.17913, 6.10202], [15.99235, 10.39441, 7.27060], [15.86638, 11.53546, 7.95508], [16.28554, 12.77533, 7.31932], [15.53039, 14.01630, 7.77782], [16.12263, 15.29406, 7.73356], [15.43523, 16.41811, 8.20382], [14.11233, 16.26664, 8.67531], [13.59736, 14.98228, 8.62793], [14.25762, 13.90094, 8.18199], [15.42604, 9.15910, 7.98527], [15.79215, 7.84532, 7.61466], [15.28547, 6.73246, 8.32050], [14.32745, 6.96173, 9.32658], [13.96834, 8.29531, 9.54979], [14.49525, 9.34635, 8.91996], [16.19303, 12.67424, 6.22262], [17.34217, 12.95650, 7.56835], [17.16380, 15.39168, 7.37799], [15.94307, 17.39118, 8.22579], [13.48525, 17.08243, 9.05511], [12.59172, 14.77523, 9.04664], [16.50480, 7.70263, 6.77652], [15.69829, 5.73947, 8.13259], [13.85543, 6.17647, 9.91292], [13.18883, 8.55753, 10.27972], [10.72301, 10.51564, 11.22404], [11.15980, 11.62806, 10.86397], [12.35445, 12.02607, 10.68987], [10.07788, 12.63275, 10.43354], [10.17175, 13.00388, 8.59990], [9.23526, 11.58800, 7.96992], [8.92081, 11.59138, 6.60101], [8.22794, 10.50384, 6.04171], [7.90346, 9.37403, 6.82256], [8.20377, 9.37783, 8.19441], [8.83880, 10.48550, 8.78044], [9.01045, 14.34840, 8.30803], [9.46232, 15.64591, 8.00659], [8.55410, 16.69036, 7.86694], [7.16552, 16.42910, 8.05149], [6.72568, 15.13010, 8.35995], [7.64587, 14.09016, 8.51072], [10.21046, 13.59134, 10.96057], [9.07099, 12.28528, 10.69442], [9.21756, 12.45276, 5.96027], [8.01951, 10.52134, 4.96782], [7.44663, 8.50747, 6.35480], [7.98600, 8.51122, 8.83216], [9.08676, 10.48436, 9.85335], [10.53245, 15.85063, 7.82693], [8.92203, 17.68909, 7.59623], [6.40680, 17.22051, 7.95672], [5.66339, 14.94185, 8.46834], [7.33238, 13.06637, 8.74545], [13.20515, 11.45030, 5.32825], [13.42263, 10.13637, 4.68746], [12.25564, 9.16457, 4.86823], [12.05128, 8.48350, 6.25404], [11.55940, 9.41966, 7.27140], [12.27253, 11.77330, 5.09043], [13.85124, 12.14396, 4.96554], [14.34227, 9.68118, 5.10650], [13.53566, 10.24134, 3.58551], [12.43327, 8.33327, 4.16890], [11.30855, 9.63503, 4.53726], [13.00710, 8.05482, 6.61726], [11.32939, 7.65752, 6.08941], [11.16832, 8.93800, 8.09225], [10.79988, 9.95372, 6.85250]], "forces_ev_per_a": [[0.3, 0.2, 1.2], [0.4, 0.3, 0.1], [-0.4, 0.5, -0.3], [-0.8, -0.4, 0.0], [0.2, -0.5, -0.1], [-0.4, 0.5, -0.2], [0.4, 0.1, 0.3], [-0.2, -0.2, 0.0], [0.6, -0.2, -0.4], [-0.6, -0.2, 0.5], [0.2, 0.0, 0.1], [0.0, -1.0, -0.1], [0.4, -0.2, -0.1], [0.1, 1.0, 0.2], [0.4, 0.7, -0.5], [-0.6, -0.3, 0.4], [-0.1, -0.1, 0.1], [0.2, 0.3, 0.1], [-0.1, 0.0, -0.4], [-0.7, -0.1, 0.3], [-0.3, -0.4, -0.1], [0.5, -0.3, -0.1], [0.6, 0.1, -0.5], [-0.5, 0.2, 0.8], [-0.4, 0.2, -0.1], [0.2, 0.1, -0.2], [0.3, -0.2, -0.2], [0.8, 0.5, 0.0], [-0.1, -0.4, -0.5], [-0.3, -0.6, -0.5], [-0.6, 1.2, -0.1], [1.0, -0.7, 0.8], [-0.7, -0.9, 0.0], [-0.2, -0.4, -0.2], [0.4, -0.1, 0.1], [0.4, 0.7, 0.2], [0.2, 0.3, -0.1], [0.2, 0.4, -0.6], [-0.5, 0.4, 0.5], [0.1, -0.1, -0.3], [-1.1, -0.1, 0.1], [0.6, -0.1, 0.0], [0.5, 0.3, -0.1], [0.1, 0.6, -0.3], [0.2, -0.2, -0.2], [0.2, 0.0, -0.1], [-0.3, -0.7, 0.5], [-0.1, -0.1, 0.4], [0.0, 0.1, 0.1], [0.0, 0.4, -0.4], [-0.1, -0.2, -0.6], [-0.6, -0.3, 0.2], [-0.3, -0.4, 0.2], [0.6, -0.3, 0.0], [0.1, 0.0, 0.1], [0.0, 0.5, -0.1], [-0.3, -0.2, 0.3], [0.2, -0.5, -0.3], [-0.2, -0.4, 0.5], [0.2, -0.1, -0.4], [-0.1, 0.3, 0.1], [0.0, 0.1, -0.1], [0.1, -0.1, 0.0], [-0.3, 0.4, -0.3], [0.2, 0.1, 0.6], [-0.1, 0.3, 0.1], [0.2, -0.1, 0.2], [-0.4, 0.1, -0.3], [0.4, 0.2, 0.1], [0.2, 0.2, -0.5], [-0.2, -0.2, 0.2]], "lowdin_charge": [1.3360, -0.0432, -0.5687, -0.0552, -0.1974, -0.2534, -0.0240, -0.0565, -0.0597, -0.1522, -0.0001, -0.2185, -0.0062, -0.0554, -0.0542, -0.1399, -0.0037, 0.1176, 0.1238, 0.1200, 0.1096, 0.1079, 0.0852, 0.1239, 0.1054, 0.1032, 0.1198, -0.0438, -0.7731, -0.1616, -0.2539, 1.0156, -0.4296, -0.1340, -0.0917, -0.0852, -0.0747, -0.0761, -0.3935, -0.1065, -0.0822, -0.0735, -0.0787, -0.0825, 0.0949, 0.0808, 0.1178, 0.1025, 0.0984, 0.1123, 0.0842, 0.0964, 0.1044, 0.1041, 0.1009, 0.1111, -0.0471, -0.2565, -0.1846, -0.2436, -0.0482, 0.0688, 0.0804, 0.1007, 0.1194, 0.1141, 0.1109, 0.1022, 0.1144, 0.0919, 0.0303]}